(1)
Below is a 2-piece molecular cluster, C4H12NSe overall, with properties calculated with wB97M-V/def2-TZVPD.

The lowest unoccupied orbital energy (alpha / beta) is -5.23 / -5.22 eV. The energy above the lowest of the compared OMol25 structures with the same formula, charge and spin is 4.9 kJ/mol. For the gap between HOMO and LUMO (alpha / beta), the calculation gives 8.1398 / 8.1416 eV. The HOMO energy (alpha / beta) comes out at -13.365 / -13.366 eV.

```
! wB97M-V def2-TZVPD RIJCOSX def2/J DEFGRID3
* xyz 1 1
C -1.805 0.192 0.338
C -0.903 0.463 -1.931
C 2.141 0.463 1.958
C 1.120 -1.174 -0.134
N -1.174 -0.407 -0.807
Se 1.051 -1.116 1.631
H -2.745 -0.295 0.596
H -1.139 0.106 1.226
H -1.985 1.256 0.171
H -0.321 1.321 -1.595
H -0.337 -0.079 -2.686
H -1.822 0.837 -2.393
H 3.183 0.176 1.832
H 1.877 1.249 1.256
H 1.980 0.797 2.980
H 1.658 -0.432 -0.706
H 0.819 -2.075 -0.641
H -1.599 -1.281 -1.092
*
```

Atom charges from the Löwdin analysis, given in e for atoms 1 to 5: -0.1121 -0.1055 -0.3144 -0.2822 -0.1775



(2)
Below is a 2-piece molecular cluster, C4H12O overall, with properties calculated with wB97M-V/def2-TZVPD.

The lowest unoccupied orbital energy (alpha / beta) is 4.00 / 3.86 eV. The energy above the lowest of the compared OMol25 structures with the same formula, charge and spin is 59.6 kJ/mol. For the gap between HOMO and LUMO (alpha / beta), the calculation gives 2.7104 / 11.0292 eV. The HOMO energy (alpha / beta) comes out at 1.295 / -7.167 eV.

```
! wB97M-V def2-TZVPD RIJCOSX def2/J DEFGRID3
* xyz -1 2
C 0.063 -0.832 -0.118
C -1.125 0.136 0.074
C -0.913 1.666 0.288
C 0.007 1.818 1.501
H -0.398 -1.758 -0.544
H 0.590 -1.130 0.769
H 0.768 -0.448 -0.853
H -1.722 -0.305 0.876
H -1.887 -0.024 -0.674
H -1.981 1.938 0.626
H -0.975 2.189 -0.656
H 0.709 2.674 1.472
H 0.551 0.916 1.789
H -0.598 2.018 2.373
H 1.605 -2.520 -2.549
H 2.830 -3.389 -1.801
O 2.474 -2.949 -2.572
*
```

Atom charges from the Löwdin analysis, given in e for atoms 1 to 5: -0.3180 -0.3742 -0.2913 -0.1696 0.0075



(3)
Below is a 2-piece molecular cluster, C4H12O overall, with properties calculated with wB97M-V/def2-TZVPD.

The lowest unoccupied orbital energy is 0.90 eV. The energy above the lowest of the compared OMol25 structures with the same formula, charge and spin is 47.4 kJ/mol. As for the SMILES: CCO.CC. For the gap between HOMO and LUMO, the calculation gives 11.1938 eV. The HOMO energy comes out at -10.297 eV.

```
! wB97M-V def2-TZVPD RIJCOSX def2/J DEFGRID3
* xyz 0 1
C 1.276 -1.887 -0.569
C 0.921 -1.713 0.897
O 2.086 -1.195 1.568
H 1.790 -2.832 -0.743
H 1.947 -1.082 -0.866
H 0.406 -1.872 -1.234
H 0.077 -1.044 1.049
H 0.675 -2.667 1.369
H 1.822 -0.631 2.298
C -0.928 2.420 -0.193
C -1.803 1.310 -0.769
H 0.003 2.543 -0.750
H -1.451 3.383 -0.252
H -0.723 2.240 0.867
H -2.591 1.054 -0.053
H -1.255 0.383 -0.893
H -2.253 1.589 -1.726
*
```

Atom charges from the Löwdin analysis, given in e for atoms 1 to 5: -0.0900 -0.3058 -0.0930 0.0696 0.0748



(4)
Below is a 3-piece molecular cluster, C4H12O2 overall, with properties calculated with wB97M-V/def2-TZVPD.

The lowest unoccupied orbital energy (alpha / beta) is 3.66 / 3.47 eV. The energy above the lowest of the compared OMol25 structures with the same formula, charge and spin is 71.8 kJ/mol. For the gap between HOMO and LUMO (alpha / beta), the calculation gives 2.5767 / 9.2240 eV. The HOMO energy (alpha / beta) comes out at 1.082 / -5.750 eV.

```
! wB97M-V def2-TZVPD RIJCOSX def2/J DEFGRID3
* xyz -1 2
C 0.598 -0.655 1.200
C -0.603 -0.838 0.308
C -1.038 0.136 -0.486
C -2.404 0.104 -1.125
H 0.263 -0.102 2.079
H 1.099 -1.584 1.478
H 1.344 0.009 0.797
H -1.170 -1.759 0.395
H -0.519 1.088 -0.487
H -2.766 1.115 -1.325
H -2.373 -0.357 -2.121
H -3.134 -0.407 -0.501
H 2.591 -1.680 -1.271
H 1.716 -1.561 -2.509
O 2.480 -1.168 -2.080
H 1.897 2.985 1.707
H 0.568 2.432 1.775
O 1.451 2.242 2.167
*
```

Atom charges from the Löwdin analysis, given in e for atoms 1 to 5: -0.2082 -0.2138 -0.2573 -0.1647 0.0372



(5)
Below is a 3-piece molecular cluster, C4H12O2 overall, with properties calculated with wB97M-V/def2-TZVPD.

The lowest unoccupied orbital energy (alpha / beta) is -4.94 / -8.97 eV. The energy above the lowest of the compared OMol25 structures with the same formula, charge and spin is 112.9 kJ/mol. For the gap between HOMO and LUMO (alpha / beta), the calculation gives 10.2477 / 6.2124 eV. The HOMO energy (alpha / beta) comes out at -15.185 / -15.181 eV.

```
! wB97M-V def2-TZVPD RIJCOSX def2/J DEFGRID3
* xyz 1 2
C 0.568 0.066 2.242
C -0.466 -0.452 1.333
C -1.171 0.269 0.429
C -2.202 -0.271 -0.626
H 0.486 1.070 2.713
H 0.875 -0.608 3.079
H 1.562 0.361 1.733
H -0.685 -1.523 1.469
H -0.912 1.300 0.308
H -2.074 -1.219 -1.128
H -3.104 -0.303 -0.033
H -2.229 0.318 -1.463
H 1.629 -2.139 -0.187
H 0.750 -1.348 -1.229
O 1.313 -2.148 -1.156
H 1.995 1.826 -1.769
H 0.661 2.313 -2.242
O 1.271 2.433 -1.534
*
```

Atom charges from the Löwdin analysis, given in e for atoms 1 to 5: -0.0314 -0.0207 0.0581 0.0164 0.1249



(6)
Below is a 4-piece molecular cluster, C4H12O3 overall, with properties calculated with wB97M-V/def2-TZVPD.

The lowest unoccupied orbital energy is -3.27 eV. The energy above the lowest of the compared OMol25 structures with the same formula, charge and spin is 476.2 kJ/mol. For the gap between HOMO and LUMO, the calculation gives 4.3334 eV. The HOMO energy comes out at -7.607 eV.

```
! wB97M-V def2-TZVPD RIJCOSX def2/J DEFGRID3
* xyz 0 1
C -0.123 1.275 -0.766
C -2.915 -0.663 0.698
O 1.570 -0.553 1.725
C -1.701 -0.134 0.471
C -1.468 0.856 -0.503
H 0.085 2.348 -0.653
H 0.569 0.772 -0.105
H 0.123 1.047 -1.812
H -3.124 -1.306 1.536
H -3.734 -0.343 0.070
H 2.050 -0.619 2.555
H -0.906 -0.281 1.201
H -2.211 0.934 -1.295
H 0.790 -2.149 -0.908
H 1.620 -0.707 -0.658
O 1.179 -1.356 -1.297
H 3.350 0.568 -0.947
H 2.262 -0.249 1.055
O 2.584 0.560 -0.367
*
```

Atom charges from the Löwdin analysis, given in e for atoms 1 to 5: -0.0635 0.1655 -0.1333 -0.1112 0.0384



(7)
Below is a 2-piece molecular cluster, C4H12O3 overall, with properties calculated with wB97M-V/def2-TZVPD.

The lowest unoccupied orbital energy is 0.56 eV. The energy above the lowest of the compared OMol25 structures with the same formula, charge and spin is 182.4 kJ/mol. As for the SMILES: OCCCCO.O. For the gap between HOMO and LUMO, the calculation gives 10.4392 eV. The HOMO energy comes out at -9.881 eV.

```
! wB97M-V def2-TZVPD RIJCOSX def2/J DEFGRID3
* xyz 0 1
O -0.564 -1.702 0.287
C -1.504 -1.589 -0.778
C -0.909 -1.001 -2.162
C 0.540 -0.370 -2.004
C 0.493 1.024 -1.308
O 0.668 1.017 0.159
H -0.035 -0.910 0.211
H -1.841 -2.576 -1.081
H -2.281 -0.943 -0.372
H -1.507 -0.111 -2.363
H -0.808 -1.638 -3.054
H 0.851 -0.289 -3.044
H 1.167 -1.116 -1.508
H -0.394 1.487 -1.766
H 1.497 1.496 -1.448
H 1.436 1.534 0.401
O 0.939 1.856 4.783
H 0.716 2.366 5.573
H 0.718 2.505 4.102
*
```

Atom charges from the Löwdin analysis, given in e for atoms 1 to 5: -0.0795 -0.2193 -0.1474 -0.1927 -0.1939



(8)
Below is a 3-piece molecular cluster, C4H12O3 overall, with properties calculated with wB97M-V/def2-TZVPD.

The lowest unoccupied orbital energy is 0.45 eV. The energy above the lowest of the compared OMol25 structures with the same formula, charge and spin is 155.4 kJ/mol. As for the SMILES: CC(C)C=O.O.O. For the gap between HOMO and LUMO, the calculation gives 10.5805 eV. The HOMO energy comes out at -10.130 eV.

```
! wB97M-V def2-TZVPD RIJCOSX def2/J DEFGRID3
* xyz 0 1
C -0.789 -0.069 1.599
C -0.833 -0.828 0.249
C -2.095 -1.813 0.039
C -0.649 0.206 -0.886
O -0.953 1.368 -0.705
H -1.150 -0.710 2.372
H 0.126 0.307 1.948
H -1.535 0.814 1.559
H 0.035 -1.506 0.171
H -2.096 -2.849 0.282
H -2.964 -1.504 0.628
H -2.340 -1.832 -1.083
H -0.199 -0.201 -1.852
O 3.543 -0.951 -1.613
H 4.026 -1.629 -2.254
H 2.656 -1.073 -1.819
O 1.980 4.382 0.385
H 1.308 4.320 1.165
H 1.929 3.569 -0.187
*
```

Atom charges from the Löwdin analysis, given in e for atoms 1 to 5: -0.0790 -0.3414 -0.0534 -0.2343 0.0368



(9)
Below is a 4-piece molecular cluster, C4H12O3 overall, with properties calculated with wB97M-V/def2-TZVPD.

The lowest unoccupied orbital energy (alpha / beta) is -5.60 / -8.11 eV. The energy above the lowest of the compared OMol25 structures with the same formula, charge and spin is 213.3 kJ/mol. For the gap between HOMO and LUMO (alpha / beta), the calculation gives 8.9913 / 6.4814 eV. The HOMO energy (alpha / beta) comes out at -14.590 / -14.590 eV.

```
! wB97M-V def2-TZVPD RIJCOSX def2/J DEFGRID3
* xyz 1 2
C 0.942 -2.890 -0.639
C 0.483 -2.420 0.526
C -0.061 -1.071 0.681
C -0.577 -0.703 1.853
H 0.685 -2.560 -1.619
H 1.702 -3.604 -0.562
H 0.135 -3.027 1.392
H -0.271 -0.508 -0.367
H -0.727 0.367 2.194
H -0.879 -1.473 2.678
H -1.445 2.201 -0.746
H -2.462 1.517 -1.720
O -1.660 2.029 -1.675
H 0.255 2.942 1.684
H 0.453 1.815 0.636
O -0.220 2.428 1.017
H 0.435 1.647 -1.932
H 1.965 1.993 -1.873
O 1.248 1.318 -1.530
*
```

Atom charges from the Löwdin analysis, given in e for atoms 1 to 5: 0.2110 -0.0551 -0.1042 0.1446 0.1110



(10)
Below is C4H12O4 as an isolated structure, with properties calculated with wB97M-V/def2-TZVPD.

The lowest unoccupied orbital energy is 6.32 eV. The energy above the lowest of the compared OMol25 structures with the same formula, charge and spin is 110.4 kJ/mol. For the gap between HOMO and LUMO, the calculation gives 5.7402 eV. The HOMO energy comes out at 0.582 eV.

```
! wB97M-V def2-TZVPD RIJCOSX def2/J DEFGRID3
* xyz -2 1
C -0.229 2.473 -1.748
O 0.354 3.159 -2.868
C 0.432 1.195 -1.364
C -0.235 0.422 -0.268
C 0.540 -0.887 -0.010
O 0.152 -1.468 1.243
H -0.087 3.176 -0.938
H -1.316 2.413 -1.915
H 1.492 1.347 -1.020
H 0.654 0.491 -2.142
H -0.381 1.045 0.611
H -1.242 0.216 -0.678
H 1.630 -0.617 0.060
H 0.402 -1.672 -0.725
H -0.088 -2.756 1.074
H 0.161 -4.285 1.799
O -0.096 -3.898 0.994
H -0.270 -0.216 3.698
H -0.231 -0.657 2.141
O -0.863 -0.015 2.935
*
```

Atom charges from the Löwdin analysis, given in e for atoms 1 to 5: -0.5049 -0.5091 -0.2888 -0.2233 -0.2675



(11)
Below is a 3-piece molecular cluster, C4H12O4 overall, with properties calculated with wB97M-V/def2-TZVPD.

The lowest unoccupied orbital energy is 6.49 eV. The energy above the lowest of the compared OMol25 structures with the same formula, charge and spin is 69.3 kJ/mol. For the gap between HOMO and LUMO, the calculation gives 6.5191 eV. The HOMO energy comes out at -0.032 eV.

```
! wB97M-V def2-TZVPD RIJCOSX def2/J DEFGRID3
* xyz -2 1
C 3.237 1.005 -0.934
O 4.363 1.037 -0.211
C 1.945 1.338 -0.152
C 0.627 0.612 -0.494
C -0.529 0.773 0.464
O -1.680 0.105 -0.099
H 3.204 1.793 -1.749
H 3.040 0.002 -1.444
H 1.745 2.424 -0.035
H 2.209 0.939 0.854
H 0.426 0.804 -1.560
H 0.857 -0.461 -0.521
H -0.944 1.801 0.382
H -0.290 0.559 1.506
H -3.129 -2.868 -0.702
H -2.826 -2.876 0.722
O -2.865 -3.546 -0.068
H -3.859 -1.632 2.118
H -2.213 -0.355 0.601
O -3.319 -1.453 1.322
*
```

Atom charges from the Löwdin analysis, given in e for atoms 1 to 5: -0.6062 -0.3978 -0.2492 -0.2459 -0.2873



(12)
Below is a 2-piece molecular cluster, C4H12OS overall, with properties calculated with wB97M-V/def2-TZVPD.

The lowest unoccupied orbital energy is 0.87 eV. The energy above the lowest of the compared OMol25 structures with the same formula, charge and spin is 28.7 kJ/mol. As for the SMILES: CCCSC.O. For the gap between HOMO and LUMO, the calculation gives 9.7294 eV. The HOMO energy comes out at -8.859 eV.

```
! wB97M-V def2-TZVPD RIJCOSX def2/J DEFGRID3
* xyz 0 1
C -1.964 -0.425 1.253
C -0.708 -1.260 1.243
C 0.472 -0.618 0.475
S -0.134 -0.195 -1.188
C 1.419 -0.128 -2.166
H -1.778 0.593 1.623
H -2.770 -0.849 1.853
H -2.439 -0.189 0.297
H -0.361 -1.376 2.272
H -0.926 -2.258 0.862
H 0.754 0.287 1.013
H 1.312 -1.306 0.449
H 1.141 0.313 -3.114
H 1.776 -1.151 -2.262
H 2.159 0.423 -1.590
O 0.782 3.072 -0.497
H 0.756 2.802 0.434
H 0.511 2.264 -0.955
*
```

Atom charges from the Löwdin analysis, given in e for atoms 1 to 5: -0.1573 -0.3356 -0.4851 0.8074 -0.3823



(13)
Below is a 2-piece molecular cluster, C4H12OS2 overall, with properties calculated with wB97M-V/def2-TZVPD.

The lowest unoccupied orbital energy is 0.50 eV. The energy above the lowest of the compared OMol25 structures with the same formula, charge and spin is 50.2 kJ/mol. As for the SMILES: CCCSSC.O. For the gap between HOMO and LUMO, the calculation gives 9.4091 eV. The HOMO energy comes out at -8.905 eV.

```
! wB97M-V def2-TZVPD RIJCOSX def2/J DEFGRID3
* xyz 0 1
C 1.819 1.175 1.230
C 1.866 0.762 -0.287
C 0.770 -0.149 -0.776
S 0.782 -1.798 -0.208
S -1.278 -2.211 0.015
C -1.666 -1.424 1.485
H 2.437 2.065 1.435
H 2.167 0.349 1.873
H 0.772 1.406 1.490
H 1.873 1.719 -0.843
H 2.840 0.266 -0.460
H -0.240 0.242 -0.547
H 0.897 -0.130 -1.876
H -0.773 -1.166 2.079
H -2.326 -2.059 2.099
H -2.203 -0.494 1.235
O -2.975 0.542 -2.657
H -2.270 1.139 -2.993
H -2.491 -0.235 -2.294
*
```

Atom charges from the Löwdin analysis, given in e for atoms 1 to 5: -0.1125 -0.3234 -0.6606 0.5420 0.4801